Arrangement w

Below is a cluster of 7 separate species, C4H21NO6 in total, with properties calculated with ωB97M-V/def2-TZVPD.

Element x y z (Å)
1 C -2.372 -0.370 0.404
2 C -2.160 -1.648 1.366
3 C -0.801 -2.212 1.047
4 N -0.295 -1.530 -0.224
5 C -1.303 -0.496 -0.654
6 H -2.405 0.708 0.721
7 H -3.347 -0.413 -0.137
8 H -2.903 -2.566 1.326
9 H -2.222 -1.190 2.384
10 H -0.082 -2.162 1.893
11 H -0.822 -3.219 0.744
12 H 0.731 -1.103 -0.020
13 H -1.817 -0.708 -1.591
14 H -0.885 0.497 -0.915
15 O 2.584 -1.061 -1.076
16 H 3.343 -0.967 -0.578
17 H 2.181 -1.956 -0.961
18 O 0.600 0.654 1.727
19 H 0.026 1.436 1.438
20 H 0.132 -0.179 1.657
21 O 0.526 3.208 0.199
22 H 1.024 3.836 0.765
23 H -0.160 3.580 -0.316
24 O 2.166 1.961 -1.960
25 H 2.265 1.195 -1.598
26 H 2.067 2.680 -1.360
27 O 2.632 -1.072 1.522
28 H 3.275 -0.541 0.889
29 H 1.869 -0.536 1.681
30 O -1.451 1.695 -2.700
31 H -0.606 1.657 -2.938
32 H -1.791 0.823 -2.733

## Properties
SMILES string = C1CCNC1.O.O.O.O.O.O
gap between HOMO and LUMO = 9.03 eV
LUMO level = 0.0084 Eh
highest occupied orbital energy = -0.32337 hartree

***

Arrangement x

Below is a cluster of 6 separate species, C4H21NO6 in total, with properties calculated with ωB97M-V/def2-TZVPD.

Element x y z (Å)
1 C 30.227 6.841 -0.221
2 O 30.218 6.808 -1.624
3 C 29.685 5.628 -2.138
4 C 30.049 5.487 -3.609
5 C 29.401 6.575 -4.462
6 N 29.692 4.116 -4.040
7 H 31.049 6.261 0.220
8 H 29.282 6.429 0.151
9 H 30.363 7.861 0.133
10 H 30.115 4.760 -1.630
11 H 28.594 5.567 -2.036
12 H 31.138 5.525 -3.674
13 H 29.798 6.681 -5.471
14 H 29.634 7.537 -3.983
15 H 28.316 6.461 -4.436
16 H 28.681 4.010 -4.038
17 H 29.987 4.070 -5.011
18 O 29.033 7.943 -7.911
19 H 28.496 8.197 -8.676
20 H 28.402 7.846 -7.174
21 O 31.322 9.108 -9.068
22 H 30.627 8.694 -8.513
23 H 31.013 10.006 -9.227
24 O 27.046 8.570 -5.869
25 H 27.569 9.092 -5.246
26 H 26.375 9.176 -6.205
27 O 29.112 7.333 -10.841
28 H 29.888 7.913 -10.767
29 H 29.463 6.445 -10.742
30 O 29.740 4.890 -8.521
31 H 30.106 4.769 -9.402
32 H 29.633 5.850 -8.402

## Properties
SMILES string = COC[C@H](C)N.O.O.O.O.O
gap between HOMO and LUMO = 9.51 eV
LUMO level = 0.0082 Eh
highest occupied orbital energy = -0.34139 hartree

***

arrangement x is preferred energetically. Next in line: 267.0 kJ/mol higher.

***

Arrangement w

Below is a structure of composition C13H27Hg2O7S3, with properties calculated with ωB97M-V/def2-TZVPD.

Element x y z (Å)
1 Hg 2.565 0.612 4.601
2 Hg 5.232 -1.056 1.523
3 C 2.135 -0.384 1.589
4 O 3.240 -0.250 2.496
5 H 1.488 0.318 2.115
6 H 2.202 -0.054 0.553
7 H 1.641 -1.355 1.612
8 C 1.896 -2.265 -2.679
9 C 2.558 -0.872 -2.833
10 C 4.047 -1.099 -3.091
11 S 4.466 -2.452 -1.962
12 O 4.695 -1.826 -0.668
13 O 5.500 -3.257 -2.604
14 C 2.889 -3.332 -2.060
15 H 1.490 -2.546 -3.651
16 H 0.920 -2.354 -2.201
17 H 2.607 -0.276 -1.922
18 H 2.065 -0.227 -3.560
19 H 4.750 -0.289 -2.896
20 H 4.159 -1.645 -4.028
21 H 2.696 -3.472 -0.996
22 H 2.938 -4.271 -2.612
23 C -2.355 1.490 2.595
24 C -3.118 0.992 3.822
25 C -2.282 0.517 4.942
26 S -0.822 1.675 4.680
27 O 0.420 0.966 4.368
28 O -0.846 2.652 5.781
29 C -1.307 2.449 3.108
30 H -2.895 2.047 1.830
31 H -1.774 0.720 2.087
32 H -4.001 0.455 3.474
33 H -3.640 1.871 4.200
34 H -1.908 -0.492 4.767
35 H -2.521 0.514 6.005
36 H -0.410 2.577 2.502
37 H -1.705 3.429 3.370
38 C -2.507 0.698 -3.539
39 C -3.512 1.544 -2.679
40 C -2.857 1.598 -1.353
41 S -1.624 0.239 -1.071
42 O -2.165 -0.649 -0.004
43 O -0.239 0.721 -0.978
44 C -1.826 -0.468 -2.802
45 H -1.771 1.395 -3.937
46 H -3.026 0.196 -4.355
47 H -4.479 1.048 -2.765
48 H -3.529 2.553 -3.090
49 H -3.618 1.298 -0.632
50 H -2.386 2.564 -1.172
51 H -2.572 -1.263 -2.806
52 H -0.906 -0.985 -3.075

## Properties
gap between HOMO and LUMO = 2.51 eV
LUMO level = -0.5298 Eh
charge = +3
highest occupied orbital energy = -0.62197 hartree

***

Arrangement x

Below is a structure of composition C13H27Hg2O7S3, with properties calculated with ωB97M-V/def2-TZVPD.

Element x y z (Å)
1 Hg 1.976 1.863 2.595
2 Hg 3.813 -1.756 0.542
3 C 1.494 0.293 0.164
4 O 2.508 0.016 1.162
5 H 0.514 0.473 0.616
6 H 1.617 1.243 -0.360
7 H 1.473 -0.643 -0.391
8 C -0.348 3.870 -2.057
9 C 0.543 5.184 -2.169
10 C 1.255 5.277 -0.819
11 S 0.261 4.503 0.485
12 O -0.242 5.553 1.333
13 O 0.933 3.337 1.138
14 C -1.045 3.936 -0.688
15 H 0.166 2.910 -2.150
16 H -1.084 3.757 -2.854
17 H -0.080 6.071 -2.290
18 H 1.157 5.229 -3.065
19 H 1.497 6.272 -0.445
20 H 2.203 4.739 -0.709
21 H -1.722 4.793 -0.653
22 H -1.617 3.092 -0.306
23 C 0.562 -5.113 -1.629
24 C 1.993 -5.575 -1.896
25 C 2.502 -4.823 -3.116
26 S 2.084 -3.035 -2.804
27 O 1.696 -2.314 -3.994
28 O 3.084 -2.464 -1.872
29 C 0.598 -3.615 -1.974
30 H 0.398 -5.310 -0.568
31 H -0.149 -5.734 -2.168
32 H 2.333 -6.609 -1.987
33 H 2.645 -5.311 -1.053
34 H 1.948 -4.955 -4.048
35 H 3.551 -5.034 -3.320
36 H -0.161 -3.661 -2.763
37 H 0.156 -2.820 -1.370
38 C -2.717 -1.509 3.358
39 C -3.798 -0.426 3.549
40 C -3.162 0.957 3.373
41 S -1.803 0.727 2.157
42 O -0.592 1.484 2.572
43 O -2.280 0.874 0.795
44 C -1.512 -1.024 2.589
45 H -3.125 -2.464 3.034
46 H -2.376 -1.715 4.375
47 H -4.250 -0.457 4.538
48 H -4.615 -0.463 2.828
49 H -2.686 1.271 4.303
50 H -3.808 1.746 2.994
51 H -0.624 -0.953 3.221
52 H -1.165 -1.688 1.797

## Properties
gap between HOMO and LUMO = 3.87 eV
LUMO level = -0.5262 Eh
charge = +3
highest occupied orbital energy = -0.66857 hartree

***

arrangement x is preferred energetically. Next in line: 83.6 kJ/mol higher.

***

Arrangement w

Below is a cluster of 3 separate species, C2H9OS in total, with properties calculated with ωB97M-V/def2-TZVPD.

Element x y z (Å)
1 O -1.590 0.158 -0.896
2 H -1.717 0.823 -1.584
3 H -2.682 -0.903 2.415
4 H -2.346 -0.445 -0.954
5 C 1.340 0.693 0.567
6 C 2.023 -0.008 -0.582
7 S 1.214 -1.088 -1.516
8 H 2.180 1.325 0.894
9 H 0.552 1.328 0.162
10 H 1.086 0.027 1.375
11 H -3.101 -1.134 1.852
12 H 3.103 0.072 -0.670
13 H -0.064 -0.850 -1.064

## Properties
gap between HOMO and LUMO = 10.04 eV
LUMO level = -0.2315 Eh
charge = +1
highest occupied orbital energy = -0.60052 hartree

***

Arrangement x

Below is a cluster of 2 separate species, C2H9OS in total, with properties calculated with ωB97M-V/def2-TZVPD.

Element x y z (Å)
1 O 2.324 -0.110 1.419
2 H 3.196 -0.339 1.094
3 H 2.365 -0.416 2.331
4 H 1.329 0.142 -0.482
5 C -0.571 -0.448 0.743
6 S 0.055 0.556 -0.663
7 C -1.518 0.619 -1.705
8 H 0.324 -0.962 1.066
9 H -0.943 0.230 1.502
10 H -1.278 -1.163 0.335
11 H -2.043 -0.288 -1.435
12 H -1.210 0.647 -2.750
13 H -2.028 1.532 -1.456

## Properties
gap between HOMO and LUMO = 10.16 eV
LUMO level = -0.1957 Eh
charge = +1
highest occupied orbital energy = -0.56903 hartree

***

Arrangement y

Below is a cluster of 3 separate species, C2H9OS in total, with properties calculated with ωB97M-V/def2-TZVPD.

Element x y z (Å)
1 O -2.213 -1.289 2.102
2 H -2.530 -2.034 2.616
3 H 4.286 3.842 -2.944
4 H -2.476 -0.529 2.661
5 C 0.143 0.352 0.312
6 C -0.220 -1.004 -0.098
7 S -1.184 -1.168 -1.415
8 H -0.803 0.818 0.604
9 H 0.499 1.077 -0.443
10 H 0.912 0.431 1.096
11 H 4.758 3.804 -3.522
12 H 0.039 -1.795 0.597
13 H -1.212 -2.505 -1.565

## Properties
gap between HOMO and LUMO = 9.37 eV
LUMO level = -0.2325 Eh
charge = +1
highest occupied orbital energy = -0.57694 hartree

***

Arrangement z

Below is a cluster of 2 separate species, C2H9OS in total, with properties calculated with ωB97M-V/def2-TZVPD.

Element x y z (Å)
1 O -0.475 -2.719 -0.895
2 H -1.117 -3.289 -1.267
3 H 0.263 -3.262 -0.630
4 H -0.150 -1.230 0.259
5 C 1.584 1.218 0.428
6 S 0.219 0.059 -0.027
7 C -1.225 1.108 0.166
8 H 1.562 2.019 -0.303
9 H 2.521 0.691 0.269
10 H 1.417 1.520 1.454
11 H -2.001 0.788 -0.531
12 H -1.660 0.975 1.151
13 H -0.936 2.123 -0.076

## Properties
gap between HOMO and LUMO = 11.14 eV
LUMO level = -0.1517 Eh
charge = +1
highest occupied orbital energy = -0.56098 hartree

***

arrangement z is preferred energetically. Next in line: 55.4 kJ/mol higher.

***

Arrangement w

Below is a cluster of 2 separate species, C4H13NO in total, with properties calculated with ωB97M-V/def2-TZVPD.

Element x y z (Å)
1 C -0.123 0.260 1.122
2 N -0.246 1.280 0.097
3 C 1.456 0.951 -1.576
4 C -0.079 0.576 -1.234
5 C -0.986 1.042 -2.437
6 H -1.107 0.048 1.654
7 H 0.410 0.895 1.868
8 H 0.386 -0.688 1.056
9 H -1.245 1.587 0.211
10 H 1.592 0.482 -2.600
11 H 2.124 0.454 -0.747
12 H 1.385 1.969 -1.488
13 H -0.168 -0.565 -1.281
14 H -1.643 0.252 -2.736
15 H -0.371 1.236 -3.255
16 H -1.608 1.872 -2.033
17 H -0.039 -3.690 5.144
18 H 0.105 -3.627 3.719
19 O 0.157 -4.334 4.518

## Properties
multiplicity = 2
⟨S²⟩ = 0.755
gap between HOMO and LUMO (alpha / beta) = 10.45 / 4.97 eV
LUMO level (alpha / beta) = -0.1236 / -0.3248 Eh
charge = +1
highest occupied orbital energy (alpha / beta) = -0.50750 / -0.50750 hartree

***

Arrangement x

Below is a cluster of 2 separate species, C4H13NO in total, with properties calculated with ωB97M-V/def2-TZVPD.

Element x y z (Å)
1 C -0.137 0.424 2.423
2 C -0.439 -0.689 1.406
3 N 0.243 -0.455 0.136
4 C -0.080 -1.279 -1.036
5 C 0.727 -0.911 -2.263
6 H 0.711 0.073 3.010
7 H -0.935 0.552 3.151
8 H 0.055 1.357 1.903
9 H -0.316 -1.699 1.783
10 H -1.486 -0.565 1.066
11 H 0.009 0.511 -0.147
12 H 0.041 -2.330 -0.778
13 H -1.138 -1.108 -1.274
14 H 0.825 0.157 -2.452
15 H 1.706 -1.383 -2.333
16 H 0.205 -1.334 -3.126
17 H 0.081 3.201 -1.199
18 H -0.305 2.915 0.223
19 O 0.234 2.563 -0.494

## Properties
multiplicity = 2
⟨S²⟩ = 0.754
gap between HOMO and LUMO (alpha / beta) = 13.11 / 8.46 eV
LUMO level (alpha / beta) = -0.1071 / -0.2788 Eh
charge = +1
highest occupied orbital energy (alpha / beta) = -0.58897 / -0.58977 hartree

***

arrangement x is preferred energetically. Next in line: 280.5 kJ/mol higher.